Entry 1:
A structure of composition C17H17N7RhS4, computed with the ωB97M-V functional and the def2-TZVPD basis.

Last column: Löwdin charge in e.
Positions of all 46 atoms, in Å:
Rh -0.50 -0.09 0.60  0.831
N 1.82 -1.85 -1.66  0.191
C 2.11 -0.61 -1.34  -0.599
N 1.37 0.17 -0.57  -0.027
C 1.95 1.41 -0.41  -0.296
C 3.16 1.57 -1.08  -0.252
S 3.58 0.17 -1.92  1.230
C 1.29 2.38 0.38  -0.297
C 1.69 3.71 0.56  -0.251
S 0.57 4.56 1.48  1.228
C -0.41 3.10 1.60  -0.602
N 0.11 2.05 1.00  -0.011
N -1.56 3.10 2.25  0.193
H 0.98 -2.29 -1.31  0.129
H 2.41 -2.40 -2.28  0.142
H 3.80 2.44 -1.11  0.111
H 2.58 4.19 0.17  0.111
H -1.93 3.93 2.68  0.142
H -2.14 2.28 2.24  0.116
N -7.06 0.22 -2.35  0.120
C -6.60 -0.51 -1.34  -0.851
S -7.37 -1.74 -0.60  0.792
C -5.19 -0.23 -0.91  -0.212
C -4.16 -0.13 -1.83  0.019
C -2.86 -0.01 -1.37  -0.112
N -2.55 0.03 -0.07  -0.117
C -3.56 -0.03 0.82  -0.139
C -4.87 -0.16 0.45  -0.005
H -8.00 0.04 -2.69  0.121
H -6.59 1.05 -2.69  0.119
H -4.34 -0.18 -2.89  0.135
H -2.03 0.04 -2.07  0.113
H -3.29 -0.03 1.87  0.095
H -5.65 -0.26 1.19  0.121
S -0.67 -1.82 2.16  0.642
C 0.43 -1.78 3.52  -0.650
N 0.76 -2.99 4.03  0.074
C 1.52 -3.16 5.13  0.004
C 2.02 -2.07 5.79  0.006
C 1.72 -0.80 5.29  0.009
C 0.93 -0.66 4.16  -0.063
H 0.38 -3.81 3.57  0.162
H 1.69 -4.18 5.45  0.156
H 2.63 -2.20 6.67  0.137
H 2.10 0.08 5.80  0.135
H 0.67 0.32 3.78  0.100

Total energy in eV: -74659.471
Energy above the lowest of the compared OMol25 structures with the same formula, charge and spin in kJ/mol: 0.0
Spin multiplicity: 5
HOMO level (spin up / spin down) in eV: -14.6 / -14.6
Charge: +3

Entry 2:
The ion C4H4N with charge +1 at a distorted geometry, computed with the ωB97M-V functional and the def2-TZVPD basis.

Last column: Löwdin charge in e.
Positions of all 9 atoms, in Å:
C -1.81 -0.39 -2.11  0.349
C 0.83 0.91 -0.02  0.114
C -0.28 0.21 -0.27  -0.158
C 0.48 0.02 1.25  0.126
N -1.02 -0.13 -1.29  0.148
H -2.31 -1.02 -2.84  0.151
H 1.57 1.71 -0.31  0.149
H 1.04 -0.80 1.29  0.038
H 0.06 0.52 2.07  0.082

Total energy in eV: -5690.144
SMILES: C#[N+]C1=CC1
Energy above the lowest of the compared OMol25 structures with the same formula, charge and spin in kJ/mol: 146.0
HOMO level in eV: -15.2
Charge: +1

Entry 3:
An isolated molecule of C4H10N4 at a distorted geometry, computed with the ωB97M-V functional and the def2-TZVPD basis.

Last column: Löwdin charge in e.
Positions of all 18 atoms, in Å:
C 1.00 -0.34 -0.58  -0.103
C -0.22 -0.07 -1.01  -0.296
C -0.91 -0.87 -2.05  -0.026
C 1.71 -0.28 1.73  -0.067
N 0.54 1.49 0.72  0.050
N 1.52 0.44 0.45  -0.203
N -0.73 1.15 -0.39  -0.078
N -1.89 0.94 0.38  0.017
H 1.67 -1.11 -0.77  0.108
H -1.42 -0.21 -2.69  0.076
H -1.59 -1.45 -1.58  0.041
H -0.27 -1.49 -2.56  0.058
H 2.37 -1.00 1.50  0.034
H 1.97 0.37 2.64  0.116
H 0.76 -0.61 2.05  0.056
H 0.14 1.44 1.66  0.061
H -2.11 -0.06 0.44  0.087
H -2.53 1.64 0.06  0.070

Total energy in eV: -10265.380
SMILES: CC1=CN(C)NN1N
Energy above the lowest of the compared OMol25 structures with the same formula, charge and spin in kJ/mol: 527.8
HOMO level in eV: -7.4
Charge: 0

What did the second record say?
The ion C4H4N with charge +1 at a distorted geometry, computed with the ωB97M-V functional and the def2-TZVPD basis.

Last column: Löwdin charge in e.
Positions of all 9 atoms, in Å:
C -1.81 -0.39 -2.11  0.349
C 0.83 0.91 -0.02  0.114
C -0.28 0.21 -0.27  -0.158
C 0.48 0.02 1.25  0.126
N -1.02 -0.13 -1.29  0.148
H -2.31 -1.02 -2.84  0.151
H 1.57 1.71 -0.31  0.149
H 1.04 -0.80 1.29  0.038
H 0.06 0.52 2.07  0.082

Total energy in eV: -5690.144
SMILES: C#[N+]C1=CC1
Energy above the lowest of the compared OMol25 structures with the same formula, charge and spin in kJ/mol: 146.0
HOMO level in eV: -15.2
Charge: +1

Repeat the first record exactly.
A structure of composition C17H17N7RhS4, computed with the ωB97M-V functional and the def2-TZVPD basis.

Last column: Löwdin charge in e.
Positions of all 46 atoms, in Å:
Rh -0.50 -0.09 0.60  0.831
N 1.82 -1.85 -1.66  0.191
C 2.11 -0.61 -1.34  -0.599
N 1.37 0.17 -0.57  -0.027
C 1.95 1.41 -0.41  -0.296
C 3.16 1.57 -1.08  -0.252
S 3.58 0.17 -1.92  1.230
C 1.29 2.38 0.38  -0.297
C 1.69 3.71 0.56  -0.251
S 0.57 4.56 1.48  1.228
C -0.41 3.10 1.60  -0.602
N 0.11 2.05 1.00  -0.011
N -1.56 3.10 2.25  0.193
H 0.98 -2.29 -1.31  0.129
H 2.41 -2.40 -2.28  0.142
H 3.80 2.44 -1.11  0.111
H 2.58 4.19 0.17  0.111
H -1.93 3.93 2.68  0.142
H -2.14 2.28 2.24  0.116
N -7.06 0.22 -2.35  0.120
C -6.60 -0.51 -1.34  -0.851
S -7.37 -1.74 -0.60  0.792
C -5.19 -0.23 -0.91  -0.212
C -4.16 -0.13 -1.83  0.019
C -2.86 -0.01 -1.37  -0.112
N -2.55 0.03 -0.07  -0.117
C -3.56 -0.03 0.82  -0.139
C -4.87 -0.16 0.45  -0.005
H -8.00 0.04 -2.69  0.121
H -6.59 1.05 -2.69  0.119
H -4.34 -0.18 -2.89  0.135
H -2.03 0.04 -2.07  0.113
H -3.29 -0.03 1.87  0.095
H -5.65 -0.26 1.19  0.121
S -0.67 -1.82 2.16  0.642
C 0.43 -1.78 3.52  -0.650
N 0.76 -2.99 4.03  0.074
C 1.52 -3.16 5.13  0.004
C 2.02 -2.07 5.79  0.006
C 1.72 -0.80 5.29  0.009
C 0.93 -0.66 4.16  -0.063
H 0.38 -3.81 3.57  0.162
H 1.69 -4.18 5.45  0.156
H 2.63 -2.20 6.67  0.137
H 2.10 0.08 5.80  0.135
H 0.67 0.32 3.78  0.100

Total energy in eV: -74659.471
Energy above the lowest of the compared OMol25 structures with the same formula, charge and spin in kJ/mol: 0.0
Spin multiplicity: 5
HOMO level (spin up / spin down) in eV: -14.6 / -14.6
Charge: +3